Entry from the OMol25 dataset: a 2-piece molecular cluster, CH3NOS overall (wB97M-V/def2-TZVPD).

```
! wB97M-V def2-TZVPD RIJCOSX def2/J DEFGRID3
* xyz 0 1
C 0.690 0.156 0.074
N -0.589 -0.564 0.084
O -0.634 -1.516 -0.665
S -2.483 1.005 0.331
H 1.423 -0.568 0.044
H 0.817 0.795 0.909
H 0.777 0.691 -0.776
*
```

Summary:
- Energy above the lowest of the compared OMol25 structures with the same formula, charge and spin: 136.07 kcal/mol
- Highest occupied orbital energy (spin up / spin down): -9.242 / -9.235 eV

Entry from the OMol25 dataset: a 11-piece molecular cluster, C32H58N6O5S5 overall (wB97M-V/def2-TZVPD).

```
! wB97M-V def2-TZVPD RIJCOSX def2/J DEFGRID3
* xyz 1 2
C 14.490 -0.012 -16.181
S 14.340 -1.743 -16.640
O 13.949 -1.751 -18.148
C 16.156 -2.193 -16.545
H 15.140 0.228 -15.339
H 13.488 0.372 -15.990
H 14.888 0.524 -17.042
H 16.501 -2.124 -15.513
H 16.689 -1.605 -17.292
H 16.143 -3.275 -16.680
C 15.454 -1.128 -26.928
S 15.465 -2.740 -25.937
O 14.026 -3.284 -25.741
C 15.957 -1.983 -24.307
H 15.551 -1.555 -27.926
H 16.203 -0.460 -26.501
H 14.600 -0.452 -26.883
H 16.996 -1.662 -24.244
H 15.861 -2.683 -23.477
H 15.300 -1.145 -24.071
C 20.488 -6.853 -23.105
S 19.882 -5.541 -21.922
O 19.829 -6.121 -20.535
C 21.359 -4.406 -21.993
H 20.235 -7.841 -22.720
H 21.575 -6.892 -23.168
H 20.022 -6.724 -24.082
H 21.378 -3.690 -22.814
H 22.301 -4.954 -21.991
H 21.155 -3.794 -21.114
C 17.664 -1.415 -20.218
S 19.292 -1.509 -21.112
O 19.044 -0.860 -22.425
C 20.093 -0.283 -20.015
H 17.285 -0.426 -19.958
H 17.722 -2.054 -19.337
H 17.009 -1.748 -21.023
H 21.143 -0.042 -20.179
H 19.903 -0.649 -19.006
H 19.549 0.567 -20.428
C 20.974 -2.955 -17.646
S 21.888 -3.319 -16.089
O 22.671 -2.108 -15.655
C 20.393 -3.319 -15.043
H 21.590 -2.943 -18.545
H 20.584 -1.943 -17.541
H 20.292 -3.760 -17.920
H 19.678 -4.102 -15.298
H 19.760 -2.433 -15.102
H 20.769 -3.365 -14.021
C 14.883 3.866 -20.922
C 15.555 2.774 -20.189
N 16.024 1.946 -19.584
H 15.181 4.742 -20.346
H 13.803 3.748 -20.837
H 15.184 3.942 -21.967
N 23.278 0.789 -16.019
C 24.203 1.808 -15.755
C 23.783 2.997 -16.261
C 22.590 2.637 -16.945
C 22.131 1.325 -16.572
H 23.311 -0.103 -15.546
H 25.125 1.565 -15.248
H 24.339 3.920 -16.339
H 22.059 3.305 -17.607
H 21.380 0.619 -16.894
N 16.334 1.874 -25.624
C 16.741 1.559 -24.365
C 15.661 1.807 -23.493
C 14.591 2.184 -24.284
C 14.984 2.292 -25.612
H 16.981 1.840 -26.398
H 17.676 1.162 -23.999
H 15.683 1.749 -22.415
H 13.604 2.415 -23.912
H 14.390 2.559 -26.474
N 19.079 -3.112 -27.332
C 18.623 -3.883 -26.316
C 19.054 -3.434 -25.035
C 19.900 -2.320 -25.352
C 19.888 -2.177 -26.757
H 18.686 -3.213 -28.257
H 17.842 -4.598 -26.528
H 18.512 -3.767 -24.162
H 20.447 -1.653 -24.703
H 20.503 -1.614 -27.443
N 14.768 -3.604 -19.871
C 13.916 -4.132 -20.780
C 14.731 -4.917 -21.582
C 15.989 -5.081 -20.990
C 16.004 -4.285 -19.902
H 14.465 -2.964 -19.150
H 12.863 -3.903 -20.711
H 14.342 -5.320 -22.505
H 16.833 -5.697 -21.263
H 16.647 -4.204 -19.038
N 23.599 -1.208 -20.807
C 24.019 0.088 -20.657
C 24.377 0.239 -19.327
C 24.155 -0.899 -18.664
C 23.647 -1.815 -19.605
H 23.283 -1.533 -21.710
H 24.115 0.850 -21.416
H 24.727 1.234 -19.093
H 24.239 -0.970 -17.590
H 23.366 -2.854 -19.512
*
```

Summary:
- Highest occupied orbital energy (spin up / spin down): -9.125 / -9.125 eV

Entry from the OMol25 dataset: a 4-piece molecular cluster, C5H9NOS overall (wB97M-V/def2-TZVPD).

```
! wB97M-V def2-TZVPD RIJCOSX def2/J DEFGRID3
* xyz 0 1
C 2.651 0.501 0.029
C 0.209 0.546 -0.045
C -1.008 -0.314 -0.052
C -2.442 -0.073 -0.711
C -2.166 -0.200 0.787
H 3.572 0.188 1.298
H 3.113 -0.123 -1.584
H 2.276 2.014 -0.211
H 1.916 -1.674 0.570
H -0.850 -1.433 -0.197
H -3.016 -0.782 -1.545
H -2.475 0.933 -1.119
H -2.209 0.776 1.324
H -2.206 -1.007 1.722
N 1.374 -0.110 0.042
O 1.292 -1.404 -0.255
S -0.030 2.161 -0.053
*
```

Summary:
- Energy above the lowest of the compared OMol25 structures with the same formula, charge and spin: 274.45 kcal/mol
- Highest occupied orbital energy: -8.480 eV

Entry from the OMol25 dataset: a 15-piece molecular cluster, C3H34NO16 overall (wB97M-V/def2-TZVPD).

```
! wB97M-V def2-TZVPD RIJCOSX def2/J DEFGRID3
* xyz -1 1
O -2.792 -0.859 3.280
C -3.051 -0.213 2.280
C -2.176 -0.450 1.102
N -2.827 -0.182 -0.175
C -2.680 1.160 -0.643
O -1.536 1.542 -1.321
H -3.897 0.419 2.267
H -1.833 -1.489 1.295
H -1.237 0.106 1.342
H -2.680 -0.883 -0.916
H -2.843 1.980 0.094
H -3.379 1.208 -1.512
H -2.040 -0.962 -3.262
H -1.548 -2.559 -3.128
O -2.098 -1.859 -2.787
H -1.519 1.030 -3.022
H 0.754 1.763 -3.131
O 0.814 1.575 -2.191
H 0.809 -1.063 -1.001
H -0.579 -1.454 -1.493
O 0.124 -1.762 -0.903
H -0.457 2.792 -0.244
H 0.754 2.728 -1.152
O 0.458 3.101 -0.238
H 0.602 -3.193 0.877
H -0.952 -3.322 0.960
O -0.128 -3.635 1.340
H 2.884 -0.166 -2.485
H 2.240 1.272 -2.616
O 2.969 0.675 -2.955
H 3.467 -2.668 -1.857
H 2.749 -2.443 -0.518
O 2.644 -2.492 -1.478
H 1.398 0.677 -0.757
H 2.812 0.375 -0.299
O 1.905 0.096 -0.166
H 1.250 -2.255 2.239
H 1.857 -1.100 1.515
O 2.120 -1.829 2.068
H 2.175 2.473 0.077
H 2.188 3.996 0.504
O 2.629 3.123 0.651
H 2.032 2.115 2.588
H 2.294 0.687 3.154
O 1.742 1.463 3.244
H -0.509 2.142 2.045
H -0.229 1.288 3.220
O -0.964 1.761 2.772
H -1.014 -1.750 3.533
H -0.179 -2.867 2.965
O -0.113 -2.047 3.472
H -0.611 1.204 -1.156
H -0.430 0.375 -3.756
O -1.369 0.376 -3.725
*
```

Summary:
- Energy above the lowest of the compared OMol25 structures with the same formula, charge and spin: 137.71 kcal/mol
- Highest occupied orbital energy: -6.706 eV

no.,DFT total energy (Eh),maximum force (eV/A)
1,-567.8839,3.5
2,-3949.1650,4.9
3,-723.6824,5.9
4,-1393.3249,2.7